# 1
This record from the Open Molecules 2025 dataset describes 3 unconnected molecules or ions with the total composition C24H37NO5P. The level of theory is wB97M-V/def2-TZVPD.

Geometry (Å):
1 C 6.5067 -4.2272 3.0060
2 O 5.4431 -3.3024 3.1071
3 C 4.7388 -3.1084 1.8989
4 C 4.2230 -1.6769 1.8593
5 C 3.0527 -1.4765 0.8827
6 C 1.9783 -0.4981 1.3877
7 C 0.6732 -1.1627 1.8502
8 C -0.5296 -0.2345 1.6445
9 C -1.7046 -0.5327 2.6129
10 P -3.1496 -1.0699 1.7189
11 C -4.3529 -1.9644 2.6896
12 C -3.7470 -3.2771 3.2481
13 C -4.3183 -4.5496 2.6138
14 C -4.2891 -4.6029 1.0896
15 N -2.9636 -5.0132 0.6171
16 H 7.3537 -3.7943 2.4630
17 H 6.1942 -5.1468 2.4990
18 H 6.8158 -4.4831 4.0170
19 H 3.8983 -3.8151 1.8466
20 H 5.4001 -3.2968 1.0449
21 H 3.9444 -1.3891 2.8751
22 H 5.0492 -1.0299 1.5609
23 H 3.4458 -1.0864 -0.0573
24 H 2.6014 -2.4437 0.6414
25 H 2.3792 0.0956 2.2116
26 H 1.7310 0.2115 0.5933
27 H 0.7438 -1.4246 2.9095
28 H 0.5264 -2.0914 1.2926
29 H -0.2267 0.8025 1.7792
30 H -0.8598 -0.3280 0.6058
31 H -1.4419 -1.3207 3.3210
32 H -1.9802 0.3438 3.2025
33 H -2.7247 -1.9364 0.7105
34 H -3.7195 0.0188 1.0589
35 H -5.2158 -2.1684 2.0539
36 H -4.6806 -1.3010 3.4921
37 H -3.9226 -3.2958 4.3221
38 H -2.6569 -3.2974 3.1349
39 H -3.7026 -5.3846 2.9510
40 H -5.3273 -4.7287 2.9892
41 H -4.6398 -3.6630 0.6352
42 H -4.9956 -5.3644 0.7620
43 H -2.2562 -4.3141 0.8252
44 H -2.9618 -5.1038 -0.3939
45 C 1.2116 3.3036 -1.9839
46 C 2.2790 3.5805 -2.7273
47 C 3.0208 2.5131 -3.4444
48 O 3.9911 2.7609 -4.1227
49 C 2.5262 1.1159 -3.3010
50 C 1.4597 0.8405 -2.5562
51 C 0.7249 1.9135 -1.8416
52 O -0.2449 1.6481 -1.1531
53 H 0.6540 4.0655 -1.4568
54 H 2.6503 4.5892 -2.8518
55 H 3.0824 0.3561 -3.8352
56 H 1.0775 -0.1657 -2.4346
57 C -1.8029 6.7117 -5.9195
58 C -0.7683 6.2505 -5.2224
59 C -0.7834 6.2442 -3.7396
60 O 0.1611 5.8188 -3.1048
61 C -1.9899 6.7736 -3.0586
62 C -3.0250 7.2362 -3.7535
63 C -3.0157 7.2392 -5.2408
64 O -3.9607 7.6535 -5.8721
65 H -1.8189 6.7282 -7.0017
66 H 0.1263 5.8618 -5.6921
67 H -1.9707 6.7619 -1.9762
68 H -3.9170 7.6305 -3.2837

HOMO-LUMO gap	0.2968	Eh
DFT total energy	-46494.926	eV
spin multiplicity	1
total charge	+1

Atom charges from the natural (NBO) analysis, given in e for atoms 1 to 5: -0.247 -0.545 -0.050 -0.418 -0.402


# 2
This record from the Open Molecules 2025 dataset describes 9 unconnected molecules or ions with the total composition C51H56BrOP. The level of theory is wB97M-V/def2-TZVPD.

Geometry (Å):
1 C 2.1505 1.3403 1.5649
2 C 0.8771 0.4318 1.4540
3 Br 1.4154 -1.4734 1.5060
4 C 0.0148 0.7566 0.2031
5 P -1.5030 1.7521 0.6569
6 O -2.1980 1.1854 2.0856
7 H 2.1032 1.9449 2.4740
8 H 3.0437 0.7143 1.5248
9 H 2.1525 2.0163 0.6994
10 H 0.2963 0.6061 2.3630
11 H -0.3234 -0.1399 -0.3310
12 H 0.6296 1.3152 -0.5180
13 H -1.0044 3.0517 0.9604
14 H -2.7580 0.4317 1.9272
15 C -2.9736 -3.5751 -3.0509
16 C -3.2167 -2.3047 -2.5455
17 C -2.5556 -1.8735 -1.4021
18 C -1.6448 -2.7111 -0.7682
19 C -1.3998 -3.9804 -1.2760
20 C -2.0665 -4.4139 -2.4148
21 H -3.4909 -3.9124 -3.9403
22 H -3.9224 -1.6509 -3.0424
23 H -2.7509 -0.8833 -1.0046
24 H -1.1271 -2.3746 0.1214
25 H -0.6891 -4.6321 -0.7830
26 H -1.8792 -5.4057 -2.8079
27 C 3.2916 4.6487 -2.2256
28 C 4.3344 5.5443 -2.0229
29 C 5.5358 5.1027 -1.4819
30 C 5.6974 3.7631 -1.1511
31 C 4.6553 2.8668 -1.3564
32 C 3.4513 3.3097 -1.8904
33 H 2.3548 4.9941 -2.6453
34 H 4.2107 6.5871 -2.2867
35 H 6.3461 5.8020 -1.3187
36 H 6.6347 3.4175 -0.7330
37 H 4.7820 1.8218 -1.1000
38 H 2.6378 2.6110 -2.0474
39 C -2.0539 0.9875 -4.1978
40 C -1.5475 1.7180 -3.1305
41 C -0.5707 2.6815 -3.3501
42 C -0.1063 2.9205 -4.6377
43 C -0.6155 2.1918 -5.7049
44 C -1.5865 1.2227 -5.4849
45 H -2.8123 0.2345 -4.0267
46 H -1.9131 1.5374 -2.1264
47 H -0.1714 3.2482 -2.5164
48 H 0.6520 3.6746 -4.8092
49 H -0.2550 2.3787 -6.7085
50 H -1.9793 0.6514 -6.3164
51 C 5.4925 3.0675 2.4992
52 C 5.8094 4.3464 2.9396
53 C 6.7210 4.5202 3.9736
54 C 7.3238 3.4149 4.5609
55 C 7.0092 2.1361 4.1188
56 C 6.0906 1.9617 3.0915
57 H 4.7797 2.9323 1.6948
58 H 5.3452 5.2082 2.4759
59 H 6.9636 5.5168 4.3202
60 H 8.0393 3.5505 5.3619
61 H 7.4808 1.2748 4.5753
62 H 5.8420 0.9640 2.7506
63 C 12.1280 3.4544 1.5699
64 C 12.5213 2.2056 2.0335
65 C 11.5729 1.3146 2.5198
66 C 10.2296 1.6696 2.5344
67 C 9.8356 2.9170 2.0679
68 C 10.7851 3.8110 1.5891
69 H 12.8676 4.1500 1.1936
70 H 13.5675 1.9267 2.0163
71 H 11.8803 0.3433 2.8868
72 H 9.4897 0.9739 2.9093
73 H 8.7880 3.1929 2.0782
74 H 10.4784 4.7855 1.2300
75 C -5.4115 2.3382 2.5025
76 C -5.8570 1.0856 2.9051
77 C -7.1300 0.9365 3.4398
78 C -7.9632 2.0407 3.5649
79 C -7.5200 3.2939 3.1602
80 C -6.2434 3.4435 2.6326
81 H -4.4191 2.4491 2.0916
82 H -5.2105 0.2215 2.8029
83 H -7.4731 -0.0401 3.7576
84 H -8.9575 1.9243 3.9772
85 H -8.1702 4.1545 3.2563
86 H -5.8970 4.4209 2.3214
87 C -4.5962 -10.0210 -3.9065
88 C -3.3850 -10.5876 -3.5301
89 C -2.4946 -9.8669 -2.7445
90 C -2.8195 -8.5820 -2.3279
91 C -4.0321 -8.0167 -2.7016
92 C -4.9190 -8.7343 -3.4940
93 H -5.2887 -10.5820 -4.5213
94 H -3.1347 -11.5914 -3.8497
95 H -1.5481 -10.3065 -2.4563
96 H -2.1275 -8.0215 -1.7114
97 H -4.2857 -7.0153 -2.3750
98 H -5.8618 -8.2914 -3.7893
99 C -7.8243 -1.7967 1.0475
100 C -9.1671 -1.6200 0.7392
101 C -10.0461 -2.6924 0.8223
102 C -9.5837 -3.9402 1.2224
103 C -8.2415 -4.1161 1.5339
104 C -7.3608 -3.0455 1.4429
105 H -7.1391 -0.9610 0.9800
106 H -9.5282 -0.6459 0.4337
107 H -11.0916 -2.5560 0.5761
108 H -10.2697 -4.7750 1.2913
109 H -7.8816 -5.0881 1.8471
110 H -6.3134 -3.1842 1.6809

HOMO-LUMO gap	0.3340	Eh
DFT total energy	-135173.544	eV
spin multiplicity	1

Atom charges from the Löwdin analysis, given in e for atoms 1 to 5: -0.137 -0.763 0.652 -0.434 0.868


# 3
This record from the Open Molecules 2025 dataset describes 6 unconnected molecules or ions with the total composition C36H88O22P4. The level of theory is wB97M-V/def2-TZVPD.

Geometry (Å):
1 C -18.9580 0.1206 -7.7657
2 O -19.4301 0.5894 -6.5230
3 C -19.1627 -0.2486 -5.4256
4 C -20.2632 -0.1208 -4.3810
5 O -19.8309 -0.8128 -3.2488
6 C -20.6736 -0.6778 -2.1331
7 C -20.2933 -1.6883 -1.0666
8 O -18.9679 -1.3591 -0.5947
9 C -18.3377 -2.4187 0.0442
10 H -19.4960 -0.7905 -8.0381
11 H -17.8740 -0.0198 -7.6448
12 H -18.9369 0.8943 -8.5309
13 H -18.2112 0.0005 -4.9316
14 H -19.0127 -1.2437 -5.8647
15 H -21.1144 -0.5924 -4.9015
16 H -20.5965 0.9090 -4.2257
17 H -21.7245 -0.8864 -2.3629
18 H -20.5860 0.3134 -1.6797
19 H -20.3044 -2.7262 -1.3968
20 H -20.8803 -1.4624 -0.1720
21 H -17.9770 -3.2420 -0.5809
22 H -18.9364 -2.8621 0.8545
23 H -17.4666 -2.0941 0.6201
24 C -17.0062 5.4772 -11.0438
25 O -16.6688 4.8078 -9.8594
26 C -17.8582 4.3425 -9.2346
27 C -17.4605 3.6450 -7.9157
28 O -16.7148 2.4847 -8.1785
29 C -15.5561 2.4311 -7.3802
30 C -14.7912 1.1558 -7.6470
31 O -15.5763 0.0433 -7.3347
32 C -14.9989 -1.2208 -7.2378
33 H -17.5726 4.8942 -11.7816
34 H -16.1306 5.8959 -11.5347
35 H -17.6988 6.3123 -10.8566
36 H -18.3101 3.5293 -9.8216
37 H -18.6034 5.1380 -9.1834
38 H -18.3715 3.4638 -7.3460
39 H -16.8203 4.4317 -7.5029
40 H -15.7368 2.5123 -6.2992
41 H -14.9178 3.3074 -7.5384
42 H -13.7929 1.1538 -7.1968
43 H -14.7057 1.1344 -8.7497
44 H -14.1509 -1.2318 -6.5369
45 H -14.5967 -1.6622 -8.1606
46 H -15.8180 -1.8262 -6.8463
47 C -19.7313 -5.4276 -3.7047
48 C -20.8311 -5.4572 -4.7500
49 O -21.6299 -6.6537 -4.7443
50 P -21.3510 -7.8803 -5.6968
51 O -22.0592 -9.1155 -5.3684
52 O -21.6957 -7.3261 -7.1546
53 C -23.0829 -7.0334 -7.3629
54 C -23.2231 -5.6007 -7.8736
55 O -19.7305 -7.9719 -5.6758
56 C -19.0802 -9.2125 -6.1033
57 C -19.2924 -10.3076 -5.1255
58 H -19.2887 -4.4878 -3.3778
59 H -20.1228 -5.8337 -2.7673
60 H -18.9473 -6.0702 -4.1101
61 H -21.5945 -4.7122 -4.5108
62 H -20.4309 -5.2883 -5.7509
63 H -23.5420 -7.7831 -8.0112
64 H -23.6763 -7.1618 -6.4526
65 H -24.2575 -5.4031 -8.1587
66 H -22.7186 -4.9383 -7.1752
67 H -22.7517 -5.4744 -8.8534
68 H -19.4663 -9.5400 -7.0746
69 H -18.0536 -8.8770 -6.2259
70 H -20.2358 -10.8500 -5.0905
71 H -18.5772 -11.1223 -5.2913
72 H -19.1770 -9.9449 -4.0996
73 C -17.7789 -6.7824 -11.6570
74 C -17.1996 -7.3992 -10.3891
75 O -18.1383 -8.4200 -9.9610
76 P -17.7578 -9.9734 -10.0203
77 O -18.8825 -10.8209 -9.6279
78 O -16.4044 -10.0314 -9.1881
79 C -16.3073 -11.1480 -8.2394
80 C -15.2692 -12.1500 -8.6732
81 O -17.1864 -10.2355 -11.4994
82 C -18.0542 -10.3827 -12.6328
83 C -17.5151 -11.5013 -13.4752
84 H -17.0027 -6.4477 -12.3522
85 H -18.4378 -7.3896 -12.2820
86 H -18.4048 -5.8905 -11.6003
87 H -16.1779 -7.7624 -10.4570
88 H -17.3013 -6.6609 -9.5925
89 H -15.9559 -10.5952 -7.3585
90 H -17.2387 -11.5403 -7.8364
91 H -15.4045 -12.4866 -9.7051
92 H -14.2321 -11.8302 -8.6251
93 H -15.4888 -13.0470 -8.0878
94 H -19.0403 -10.7120 -12.3004
95 H -18.0929 -9.4814 -13.2416
96 H -17.2642 -12.4039 -12.9115
97 H -18.2557 -11.8973 -14.1761
98 H -16.6147 -11.2481 -14.0379
99 C -19.8200 -4.2787 -8.6191
100 C -18.6808 -3.6376 -9.3734
101 O -18.8018 -3.6686 -10.8017
102 P -17.5693 -3.1742 -11.6400
103 O -17.7396 -3.2944 -13.0919
104 O -17.3590 -1.6580 -11.1701
105 C -18.4268 -0.7570 -11.1504
106 C -17.9676 0.7152 -11.3070
107 O -16.3234 -3.8878 -10.9403
108 C -14.9922 -3.6146 -11.3803
109 C -14.5734 -4.4672 -12.5704
110 H -19.6575 -5.3549 -8.5381
111 H -19.9514 -3.8872 -7.6114
112 H -20.7559 -4.0991 -9.1533
113 H -18.5445 -2.6087 -9.0254
114 H -17.7480 -4.0678 -9.0016
115 H -19.1002 -0.8686 -12.0097
116 H -19.0605 -0.8079 -10.2636
117 H -17.6122 0.9465 -12.3103
118 H -18.7305 1.3924 -10.9338
119 H -17.0638 0.8397 -10.7001
120 H -14.8847 -2.5446 -11.5922
121 H -14.3475 -3.7274 -10.5039
122 H -15.0579 -5.4401 -12.5385
123 H -14.9504 -3.9563 -13.4569
124 H -13.4914 -4.5755 -12.5995
125 C -20.9585 -4.7699 -14.3039
126 C -20.8654 -3.6167 -13.3580
127 O -21.7545 -2.5589 -13.7287
128 P -22.8597 -1.9588 -12.7344
129 O -22.4784 -1.6220 -11.3735
130 O -23.3829 -0.6768 -13.5577
131 C -23.8960 -0.8556 -14.8937
132 C -23.0365 -0.2450 -15.9843
133 O -24.0395 -3.0239 -12.8821
134 C -24.9911 -3.2253 -11.8325
135 C -24.4600 -4.3647 -10.9497
136 H -21.0214 -4.3797 -15.3284
137 H -20.2068 -5.5503 -14.2054
138 H -21.9127 -5.3130 -14.2913
139 H -21.1433 -4.0507 -12.3891
140 H -19.8999 -3.1143 -13.3760
141 H -23.9972 -1.9301 -15.0600
142 H -24.9002 -0.4290 -14.8873
143 H -22.1037 -0.7861 -16.1239
144 H -23.5804 -0.5103 -16.8997
145 H -23.0553 0.8376 -15.8988
146 H -25.2568 -2.2880 -11.3418
147 H -25.9217 -3.5232 -12.3197
148 H -24.2379 -5.2535 -11.5420
149 H -23.6120 -4.0803 -10.3317
150 H -25.2433 -4.7615 -10.2940

HOMO-LUMO gap	0.3637	Eh
DFT total energy	-120965.316	eV
spin multiplicity	1
relative energy (zero: lowest compared OMol25 entry of this formula, charge and spin)	0.0	kJ/mol

Atom charges from the Löwdin analysis, given in e for atoms 1 to 5: -0.100 -0.184 -0.204 -0.203 -0.119


# 4
This record from the Open Molecules 2025 dataset describes a molecular structure, C30H30BBrN10NiS. The level of theory is wB97M-V/def2-TZVPD.

Geometry (Å):
1 Ni -0.2079 0.0923 -0.7581
2 C -1.4704 -2.0240 1.9551
3 C -0.6353 -0.8183 2.2253
4 C -0.3043 -0.2914 3.4777
5 C 0.5289 0.7747 3.2167
6 N 0.6700 0.8827 1.8883
7 N -0.0548 -0.0756 1.2775
8 B 1.5810 1.8572 1.0953
9 N 0.6601 2.7572 0.2278
10 C 0.5487 4.0908 0.1463
11 C -0.4031 4.4007 -0.7890
12 C -0.8651 3.1741 -1.2709
13 C -1.9267 3.0726 -2.3130
14 N -0.2053 2.1813 -0.6544
15 N 2.4432 1.0157 0.1169
16 C 3.7784 0.9757 0.0069
17 C 4.1035 0.0780 -0.9838
18 C 2.8799 -0.4071 -1.4561
19 C 2.6827 -1.3593 -2.5858
20 N 1.8848 0.1609 -0.7679
21 N 2.5100 2.5465 2.0881
22 C 2.8055 3.8281 2.4435
23 C 3.7679 3.7879 3.4126
24 C 4.0288 2.4137 3.6134
25 C 5.0060 1.8193 4.5704
26 N 3.2711 1.6874 2.8158
27 H -1.9313 -2.3626 2.8812
28 H -0.8703 -2.8420 1.5598
29 H -2.2527 -1.8179 1.2277
30 H -0.6074 -0.6578 4.4432
31 H 1.0378 1.4428 3.8878
32 H 1.1302 4.7675 0.7340
33 H -0.7329 5.3803 -1.0882
34 H -2.2239 4.0802 -2.5947
35 H -2.8084 2.5534 -1.9459
36 H -1.5679 2.5718 -3.2092
37 H 4.4143 1.5730 0.6348
38 H 5.0874 -0.1840 -1.3327
39 H 3.5948 -1.9284 -2.7550
40 H 2.4475 -0.8183 -3.5055
41 H 1.8511 -2.0308 -2.3847
42 H 2.3483 4.7013 2.0262
43 H 4.2271 4.6249 3.9118
44 H 5.5130 2.6110 5.1174
45 H 5.7541 1.2245 4.0461
46 H 4.5038 1.1680 5.2860
47 Br -0.3894 -0.0386 -3.3020
48 C -2.2945 -0.2203 -3.2739
49 C -2.9593 -0.3881 -4.4509
50 C -4.3631 -0.4641 -4.4327
51 C -5.0390 -0.3444 -3.2504
52 C -4.3558 -0.1347 -2.0314
53 C -5.0525 0.0663 -0.8172
54 C -4.3759 0.3842 0.3254
55 C -2.9697 0.4905 0.3154
56 C -2.2646 0.1928 -0.8092
57 C -2.9336 -0.0795 -2.0272
58 H -2.4202 -0.4509 -5.3865
59 H -4.9007 -0.6048 -5.3601
60 H -6.1206 -0.3858 -3.2271
61 H -6.1331 -0.0010 -0.8172
62 H -4.9067 0.5584 1.2515
63 H -2.4658 0.8022 1.2220
64 S -0.5685 -2.5229 -1.2257
65 C -0.4288 -4.0718 -0.5815
66 N 0.6386 -4.8493 -0.9648
67 C 0.6884 -6.1743 -0.7135
68 C -0.3028 -6.7539 0.0140
69 C -1.2866 -5.8891 0.5304
70 N -1.3413 -4.6085 0.2422
71 H 1.3721 -4.4023 -1.4954
72 H 1.5402 -6.7165 -1.0986
73 H -0.3161 -7.8142 0.2101
74 H -2.0428 -6.2568 1.2150

HOMO-LUMO gap (alpha / beta)	0.2288 / 0.2858	Eh
DFT total energy	-169092.336	eV
spin multiplicity	2
relative energy (zero: lowest compared OMol25 entry of this formula, charge and spin)	66.5	kJ/mol
total charge	+1
expectation value of S²	1.1362

Atom charges from the Löwdin analysis, given in e for atoms 1 to 5: 0.351 -0.044 -0.320 0.003 -0.037